An isolated molecule of C4H4N2O2, computed with ωB97M-V with the def2-TZVPD basis set.

```
12
C4H4N2O2 | OMol25 | ωB97M-V with the def2-TZVPD basis set
O -3.3240 0.9654 -0.1147
C -2.1014 0.6862 0.0705
N -1.2877 -0.3789 -0.7741
C 0.1218 -0.3684 -0.3979
C 1.2857 -1.0717 -0.5760
O 2.3237 -0.4818 0.3065
C 1.7434 0.7047 0.7893
N 0.5026 0.8820 0.2784
H -1.6122 1.4227 0.5477
H -1.6858 -1.3017 -0.8628
H 1.5019 -2.2792 -0.7290
H 2.5319 1.2207 1.4621
```

Summary:
orbital gap = 9.920 eV
largest force on an atom = 7.9 eV/A
HOMO energy = -9.29 eV

A 4-piece molecular cluster, C3H13NO4 overall, computed with ωB97M-V with the def2-TZVPD basis set.

```
21
C3H13NO4 | OMol25 | ωB97M-V with the def2-TZVPD basis set
C -1.2557 -0.0291 0.1388
N -0.4159 1.2223 0.1278
C 0.8612 1.5183 -0.3546
C 1.7280 0.2801 -0.7434
O 1.3417 2.6570 -0.0991
H -1.4971 -0.5341 1.0125
H -0.6192 -0.8863 -0.4559
H -2.1381 0.2133 -0.6566
H -0.9922 1.8928 0.5640
H 2.3678 0.4490 -1.5957
H 2.3849 0.0652 0.2264
H 1.1357 -0.5642 -0.6775
O 1.1459 4.7371 1.4424
H 1.0976 4.0163 0.7699
H 1.9139 5.3237 1.2178
O -4.1313 -1.0912 -3.6136
H -3.9405 -1.6846 -2.8305
H -3.3863 -1.1349 -4.2149
O 1.7460 -5.7012 3.3293
H 1.5551 -5.2933 2.4534
H 1.0986 -5.4561 3.9599
```

Summary:
orbital gap = 10.066 eV
largest force on an atom = 7.5 eV/A
HOMO energy = -9.98 eV

C30H37InN3PTe as an isolated structure, computed with ωB97M-V with the def2-TZVPD basis set.

```
73
C30H37InN3PTe | OMol25 | ωB97M-V with the def2-TZVPD basis set
In -0.8137 0.4909 0.6025
C -1.9773 2.5280 2.8774
C -0.5235 2.1946 3.2146
N 0.3017 2.0638 1.9976
C 0.5522 3.3553 1.3092
C 0.2973 3.2716 -0.1944
N -0.9792 2.5868 -0.4781
C -2.1879 3.3361 -0.0663
C -3.1752 2.4614 0.7008
N -2.5066 1.6936 1.7761
H -2.5806 2.4056 3.7777
H -2.0677 3.5764 2.5970
H -0.1265 2.9618 3.8841
H -0.4698 1.2441 3.7487
H 1.1871 1.6431 2.2591
H -0.0853 4.1140 1.7616
H 1.5787 3.6828 1.4746
H 0.3169 4.2809 -0.6140
H 1.0879 2.6963 -0.6804
H -1.0276 2.3902 -1.4724
H -1.8811 4.1888 0.5381
H -2.6985 3.7496 -0.9363
H -3.9708 3.0952 1.1017
H -3.6295 1.7391 0.0211
H -3.1707 1.0237 2.1482
C 3.5980 2.0905 -3.7988
C 4.2740 1.4231 -2.7902
C 3.5776 0.6408 -1.8770
C 2.1959 0.5289 -1.9803
C 1.5164 1.1982 -3.0028
C 2.2163 1.9747 -3.9091
P 1.1940 -0.4162 -0.8081
C 2.3075 -1.3829 0.2412
C 3.0211 -0.6887 1.2233
C 3.8633 -1.3618 2.0902
C 3.9887 -2.7437 1.9939
C 3.2830 -3.4401 1.0254
C 2.4459 -2.7639 0.1461
C 0.1775 -1.5337 -1.7991
C 0.7988 -2.2733 -2.7791
C 0.0792 -3.1859 -3.5684
C -1.2602 -3.3443 -3.3569
C -1.9435 -2.5895 -2.3727
C -3.3361 -2.7681 -2.1788
C -4.0097 -2.0372 -1.2477
C -3.3113 -1.0792 -0.4790
C -1.9645 -0.8663 -0.6253
C -1.2383 -1.6471 -1.5774
H 4.1468 2.6918 -4.5108
H 5.3504 1.4997 -2.7169
H 4.1182 0.1105 -1.1040
H 0.4429 1.0742 -3.1152
H 1.6918 2.4779 -4.7102
H 2.9385 0.3931 1.2876
H 4.4253 -0.8157 2.8360
H 4.6438 -3.2747 2.6711
H 3.3892 -4.5136 0.9447
H 1.9069 -3.3150 -0.6143
H 1.8624 -2.1516 -2.9535
H 0.5898 -3.7563 -4.3317
H -1.8274 -4.0505 -3.9506
H -3.8552 -3.4966 -2.7888
H -5.0722 -2.1777 -1.1018
H -3.8861 -0.5065 0.2442
C -0.8945 -3.2140 1.5854
Te -0.2935 -1.5498 2.7623
C -2.1802 -1.3878 3.7382
H -1.8496 -2.9825 1.1214
H -0.9639 -4.0792 2.2383
H -0.1363 -3.3783 0.8252
H -2.3039 -2.2509 4.3861
H -2.9729 -1.3685 2.9931
H -2.1940 -0.4859 4.3469
```

Summary:
orbital gap = 8.472 eV
largest force on an atom = 0.2 eV/A
net charge = +2
HOMO energy = -13.32 eV

An isolated molecule of C5H10O, computed with ωB97M-V with the def2-TZVPD basis set.

```
16
C5H10O | OMol25 | ωB97M-V with the def2-TZVPD basis set
C 0.0541 -1.1544 2.1435
C 0.6281 -0.7408 0.8243
C 0.3031 0.3693 0.1593
O -0.4735 1.3725 0.6713
C 0.5985 0.5814 -1.2925
C -0.7234 0.5851 -2.0692
H -0.8074 -0.5436 2.4448
H -0.3247 -2.1802 2.0600
H 0.8036 -1.1165 2.9394
H 1.3251 -1.4290 0.3547
H -0.5767 1.2259 1.6207
H 1.1368 1.5224 -1.4553
H 1.2372 -0.2397 -1.6346
H -0.5565 0.7048 -3.1432
H -1.3645 1.3993 -1.7196
H -1.2596 -0.3566 -1.9036
```

Summary:
orbital gap = 9.351 eV
largest force on an atom = 0.4 eV/A
HOMO energy = -8.45 eV

The evaluated ΔE to the lowest compared entry with this formula, charge and spin for the records listed, in turn: 92.5, 63.7, 0.0, 13.7 kcal/mol.